55
Properties=species:S:1:pos:R:3 method="wB97M-V/def2-TZVPD" lumo_ev=-2.1 total_charge=+1 homo_lumo_gap_ev=8.9 e_tot_ha=-1200.40826 e_homo_ev=-11.0 relative_energy_kj_mol=778.0
Cl 1.944 -0.569 1.500
N 2.837 0.694 -1.788
N -1.814 -0.997 1.640
C -0.357 0.774 0.698
C 3.800 0.969 -2.951
C -1.085 0.186 -1.900
C 3.032 1.936 -0.897
C -1.026 -1.536 2.837
C -2.977 -2.052 1.348
C 1.382 0.461 -2.322
C -5.255 -2.826 2.200
C 3.310 3.064 -1.843
C -0.865 -0.594 0.431
C 4.298 2.444 -2.818
C 0.298 0.126 -1.268
C 3.378 -0.535 -1.006
C -1.210 1.292 1.870
C -2.369 0.433 2.017
C -3.932 -2.336 2.556
H 4.585 0.220 -3.056
H -2.468 -2.979 1.086
H 0.336 0.848 -0.452
H 5.345 2.484 -2.515
H 4.201 2.964 -3.771
H 3.259 -1.374 -1.692
H 3.811 1.764 -0.155
H 2.772 -0.619 -0.104
H 1.359 -0.257 -3.141
H -0.118 -0.971 3.045
H -5.875 -2.950 3.088
H -3.551 -3.065 3.272
H -1.948 0.341 -1.253
H 2.048 2.020 -0.437
H -1.666 -1.450 3.716
H 4.438 -0.343 -0.839
H -0.615 1.140 2.771
H -2.713 0.439 3.051
H -4.145 -1.445 3.146
H -0.737 -2.557 2.587
H -3.175 0.612 1.306
H 3.860 3.783 -1.236
H -0.391 1.481 -0.130
H 0.681 0.713 1.025
H -0.181 -1.430 0.289
H 3.324 0.889 -3.928
H -5.744 -2.066 1.591
H -1.471 2.335 1.688
H -1.653 -0.513 -0.318
H -1.289 -0.731 -2.452
H -5.127 -3.711 1.577
H 0.366 -0.817 -0.726
H 1.157 1.427 -2.772
H -1.073 0.942 -2.686
H 2.478 3.522 -2.378
H -3.469 -1.580 0.497

169
Properties=species:S:1:pos:R:3 method="wB97M-V/def2-TZVPD" smiles="COC[C@H](C)N.COC[C@H](C)N.COC[C@H](C)N.COC[C@H](C)N.COC[C@H](C)N.COC[C@H](C)N.COC[C@H](C)N.COC[C@H](C)N.COC[C@H](C)N.NC(N)=O.NC(N)=O" lumo_ev=0.0 homo_lumo_gap_ev=8.9 e_tot_ha=-3051.13516 e_homo_ev=-8.9 relative_energy_kj_mol=738.7
O -7.455 -0.467 1.223
O -0.154 -1.695 -0.997
O 6.516 6.871 -0.946
O -2.348 5.403 0.512
O -4.049 4.465 -8.175
O 6.640 -4.248 2.333
O -1.395 -5.847 -6.846
O 6.235 1.249 7.979
O -0.526 -5.259 7.954
O 3.946 0.737 -6.955
O -3.698 3.513 7.743
N -1.375 -0.081 -1.910
N 3.806 4.543 -2.094
N -6.111 5.045 8.525
N -0.553 6.665 0.846
N 4.524 -6.244 0.068
N 4.009 -2.903 -5.852
N -0.601 0.182 0.077
N -5.195 1.533 -10.282
N -0.870 -8.258 5.899
N -7.933 3.027 -0.259
N 4.435 1.504 5.300
N -2.181 6.616 2.252
N -3.976 -4.709 -8.100
C -7.587 0.800 -1.356
C -2.769 2.849 6.942
C 7.152 0.460 8.633
C 5.047 3.605 6.564
C -0.621 -5.991 5.333
C 3.599 -0.687 -6.947
C 4.954 4.889 -1.294
C 6.964 -6.303 0.266
C -5.573 3.925 -10.783
C -4.751 3.198 -8.421
C -0.678 -0.605 -0.933
C 3.090 1.459 -7.881
C -4.506 -3.783 -6.094
C -7.574 3.278 7.916
C 0.838 -5.179 8.403
C -4.689 2.857 -9.968
C -0.797 -7.041 -6.350
C -3.367 -4.376 -6.867
C 6.587 1.615 6.623
C 5.330 6.412 -1.576
C -6.161 3.627 8.342
C 5.563 -4.727 1.546
C -3.597 4.703 -6.796
C -6.577 -1.192 2.066
C -1.726 6.229 1.139
C 6.611 6.870 0.451
C -5.093 3.136 7.376
C 5.611 -6.196 1.043
C 4.359 -1.440 -5.787
C 5.547 2.364 5.816
C 5.888 -1.384 -6.115
C -7.275 0.992 1.175
C 6.850 -4.840 3.623
C 6.109 3.988 -1.607
C -0.239 -7.065 6.353
C -2.709 -5.666 -6.251
C -8.018 1.573 -0.064
C -0.799 -6.612 7.675
H -7.890 -0.247 -1.330
H -2.574 -3.669 -7.111
H -3.007 1.801 6.759
H 7.860 -4.755 4.023
H -3.322 -6.554 -6.404
H 5.526 -3.908 0.828
H -1.888 -6.562 7.658
H 4.777 4.775 -0.225
H 4.927 0.754 4.837
H 6.731 0.033 9.543
H -3.649 2.906 -10.288
H -5.119 2.051 7.479
H -3.249 -5.048 -8.713
H -5.122 4.906 -10.634
H 4.040 4.337 -3.055
H -5.204 1.441 -11.287
H 3.854 -5.521 0.289
H -4.208 -3.850 -8.577
H -1.790 2.858 7.421
H 5.938 2.752 4.875
H 1.589 -5.477 7.672
H -6.158 1.458 -9.984
H -6.016 3.109 9.290
H -0.248 -6.130 4.319
H 4.260 -3.274 -6.758
H 4.668 -4.633 2.161
H 3.274 3.761 -1.742
H -5.543 -0.921 1.852
H 7.783 -5.703 0.662
H -1.808 -8.104 6.242
H -1.703 -5.865 5.284
H -6.625 3.936 -10.498
H 4.112 -0.991 -4.825
H -6.999 3.182 -0.608
H -2.609 -5.443 -5.189
H 6.885 0.727 6.067
H -0.754 -6.944 -5.265
H -4.300 4.967 -6.006
H -6.214 1.231 1.108
H -5.619 3.698 -11.848
H 7.464 7.486 0.737
H 5.781 2.959 -1.455
H -1.525 6.945 2.948
H -4.346 2.444 -7.746
H -4.151 -3.424 -5.128
H -8.115 1.228 -2.208
H -7.865 3.930 7.092
H 5.158 6.740 -2.601
H 2.530 -0.809 -6.772
H -3.115 6.324 2.498
H 3.060 0.732 -8.692
H 4.599 7.016 -1.040
H -8.335 3.480 8.670
H -5.797 3.254 -8.120
H -1.694 -0.711 -2.632
H 4.792 -6.001 -0.875
H -1.144 1.032 0.019
H 6.871 -5.687 -0.628
H 6.092 -2.060 -6.946
H 0.850 -7.099 6.386
H -2.986 3.880 -6.426
H -6.745 -2.267 1.991
H 3.010 -2.868 -5.998
H -2.629 3.436 6.034
H 5.766 7.152 1.080
H -5.343 3.297 6.328
H 6.261 -0.363 -6.189
H -7.585 1.373 2.148
H 6.653 -5.907 3.516
H 7.028 4.123 -1.037
H 6.121 -4.571 4.388
H 7.497 2.215 6.620
H -6.126 5.509 7.627
H 4.315 4.141 5.960
H 0.262 -7.128 -6.592
H 6.348 4.036 -2.669
H 1.041 -5.706 9.335
H 4.025 1.024 6.089
H 3.787 -1.140 -7.920
H 7.989 1.121 8.857
H -2.831 5.477 -6.841
H -0.654 -7.265 8.535
H 5.439 -6.951 1.811
H -8.466 3.372 -1.044
H -5.169 5.287 8.797
H -0.663 -9.038 6.506
H 2.097 1.753 -7.543
H -6.500 0.729 -1.394
H -4.987 -2.937 -6.585
H -1.270 -7.980 -6.636
H -0.074 6.287 0.041
H -0.288 7.531 1.292
H 6.938 5.888 0.793
H 0.057 0.070 0.835
H 7.303 -7.327 0.107
H -9.090 1.416 0.056
H -5.271 -4.514 -5.831
H 5.823 4.337 6.785
H 3.647 2.340 -8.198
H -7.619 2.304 7.428
H 6.313 -1.834 -5.218
H 1.078 -4.144 8.649
H 7.429 -0.463 8.123
H -6.814 -1.124 3.128
H -0.320 -4.970 5.570
H 4.635 3.332 7.536
H -1.830 0.820 -1.862

49
Properties=species:S:1:pos:R:3 method="wB97M-V/def2-TZVPD" multiplicity=5 lumo_ev="-6.5 / -9.2" total_charge=+2 homo_lumo_gap_ev="7.6 / 5.6" e_tot_ha=-3857.65091 e_homo_ev="-14.2 / -14.7"
Pt 0.943 0.371 -0.114
Br -0.159 2.748 0.217
O 1.110 0.139 1.891
O 2.881 0.922 0.071
N -0.963 -0.350 -0.397
N -1.101 -1.502 0.589
N 0.964 0.606 -2.070
C -3.992 -3.597 -0.880
C 0.267 0.271 2.838
C -1.846 -0.551 1.515
C -1.936 0.307 3.798
C -0.381 0.408 -2.632
C 4.275 1.537 -3.191
C 3.679 1.178 -0.874
C 5.979 1.779 -1.445
C 3.310 1.215 -2.280
C -0.003 0.972 5.150
C 5.045 1.466 -0.498
C -1.046 -0.698 -1.847
C -3.929 -1.069 -0.611
C 5.606 1.821 -2.794
C -1.393 0.800 4.999
C -2.111 0.291 0.289
C -1.150 0.024 2.714
C -3.448 0.139 -0.320
C -3.230 -2.373 -0.427
C 0.814 0.691 4.102
C 1.962 0.939 -2.783
C -2.011 -2.535 0.101
H -5.065 -3.417 -0.877
H -0.551 -1.661 -1.971
H -0.921 1.347 -2.496
H -3.784 -4.451 -0.237
H 6.339 2.073 -3.548
H -2.758 -1.028 1.867
H 1.809 1.038 -3.856
H -0.337 0.166 -3.693
H 5.277 1.427 0.558
H -3.711 -3.871 -1.899
H 6.998 1.996 -1.158
H -2.080 -0.793 -2.162
H -4.064 1.022 -0.445
H 0.402 1.326 6.088
H -4.937 -1.133 -1.004
H -3.002 0.125 3.745
H -2.055 1.015 5.827
H 4.021 1.582 -4.243
H 1.887 0.818 4.150
H -1.604 -3.527 0.241